{
  "formula": "C26H30Br2ClMoN3OSe2",
  "method": "ωB97M-V/def2-TZVPD",
  "multiplicity": 3,
  "e_lumo_ev": [-6.721, -6.563],
  "orbital_gap_ev": [6.2, 6.6],
  "charge": 2,
  "species": ["Mo", "C", "Se", "C", "C", "Se", "C", "H", "H", "H", "H", "H", "H", "H", "H", "H", "H", "Br", "C", "C", "C", "Br", "C", "C", "C", "C", "N", "C", "C", "O", "H", "H", "H", "H", "N", "C", "N", "C", "C", "C", "C", "C", "H", "H", "H", "H", "H", "H", "H", "H", "H", "H", "Cl", "C", "C", "C", "C", "C", "C", "C", "H", "H", "H", "H", "H", "H"],
  "xyz": [[0.006, 0.352, 0.990], [-3.516, -0.737, 0.607], [-2.589, 0.898, 1.103], [-2.932, 0.834, 3.018], [-2.460, -0.433, 3.711], [-0.749, -1.155, 3.055], [0.324, -0.956, 4.667], [-3.488, -0.793, -0.478], [-4.547, -0.644, 0.940], [-3.036, -1.611, 1.040], [-4.010, 0.952, 3.135], [-2.460, 1.728, 3.422], [-3.184, -1.239, 3.608], [-2.315, -0.253, 4.775], [0.551, 0.086, 4.874], [1.240, -1.522, 4.518], [-0.236, -1.405, 5.483], [0.644, 3.068, -3.252], [0.483, 3.698, -1.492], [0.600, 5.081, -1.241], [0.506, 5.579, 0.029], [0.667, 7.429, 0.316], [0.299, 4.699, 1.131], [0.221, 5.090, 2.481], [0.056, 4.142, 3.460], [-0.035, 2.796, 3.094], [0.008, 2.393, 1.837], [0.177, 3.324, 0.851], [0.257, 2.811, -0.466], [0.128, 1.499, -0.633], [0.767, 5.747, -2.075], [0.304, 6.137, 2.736], [0.009, 4.414, 4.503], [-0.135, 2.024, 3.848], [-0.544, -1.146, -0.391], [-0.718, -1.678, -1.412], [-0.941, -2.272, -2.525], [-0.846, -1.523, -3.804], [0.211, -2.164, -4.687], [-0.053, -3.657, -4.860], [-0.118, -4.363, -3.510], [-1.168, -3.734, -2.611], [-0.619, -0.484, -3.563], [-1.833, -1.566, -4.270], [1.195, -2.007, -4.239], [0.211, -1.656, -5.652], [0.729, -4.103, -5.474], [-0.993, -3.803, -5.399], [0.856, -4.312, -3.015], [-0.359, -5.419, -3.637], [-1.150, -4.135, -1.598], [-2.173, -3.872, -3.017], [3.519, -2.780, -2.847], [3.041, -1.854, -1.480], [2.612, -2.510, -0.328], [2.253, -1.755, 0.768], [2.322, -0.347, 0.742], [1.934, 0.428, 1.926], [2.758, 0.279, -0.445], [3.114, -0.463, -1.547], [2.591, -3.590, -0.297], [1.939, -2.256, 1.678], [2.338, 1.436, 1.970], [2.055, -0.099, 2.866], [2.817, 1.360, -0.486], [3.464, 0.013, -2.451]]
}

{
  "formula": "C26H30F3IN2O4ReS",
  "method": "ωB97M-V/def2-TZVPD",
  "multiplicity": 4,
  "e_lumo_ev": [-7.577, -8.320],
  "orbital_gap_ev": [6.7, 6.0],
  "charge": 2,
  "species": ["Re", "C", "C", "C", "C", "C", "C", "C", "C", "C", "H", "H", "H", "H", "H", "H", "H", "H", "H", "H", "H", "H", "F", "C", "F", "F", "C", "C", "C", "N", "C", "C", "H", "H", "H", "H", "I", "C", "H", "H", "C", "C", "C", "C", "C", "C", "C", "S", "O", "O", "N", "C", "C", "C", "O", "O", "H", "H", "H", "H", "H", "H", "H", "H", "H", "H", "H", "H"],
  "xyz": [[0.350, 0.130, -1.557], [1.982, -3.102, -1.093], [2.469, -1.738, -0.761], [2.789, -1.403, 0.568], [3.500, -0.245, 0.886], [3.798, 0.130, 2.295], [4.016, 0.527, -0.156], [3.736, 0.229, -1.487], [4.487, 0.932, -2.558], [2.810, -0.810, -1.786], [2.786, -3.823, -0.917], [1.661, -3.183, -2.129], [1.168, -3.387, -0.422], [2.499, -2.091, 1.348], [4.720, -0.356, 2.614], [3.006, -0.186, 2.970], [3.951, 1.203, 2.384], [4.678, 1.349, 0.077], [5.508, 0.544, -2.548], [4.566, 1.998, -2.353], [4.084, 0.759, -3.552], [2.746, -1.145, -2.820], [-5.807, 1.339, -4.734], [-5.083, 2.325, -4.207], [-5.835, 2.959, -3.311], [-4.791, 3.187, -5.182], [-3.807, 1.781, -3.582], [-2.985, 0.925, -4.308], [-1.814, 0.474, -3.721], [-1.456, 0.842, -2.490], [-2.245, 1.654, -1.790], [-3.431, 2.152, -2.298], [-3.243, 0.629, -5.313], [-1.145, -0.187, -4.256], [-1.925, 1.919, -0.791], [-4.038, 2.824, -1.711], [1.285, 2.609, -0.622], [1.263, 1.730, -2.627], [2.282, 1.755, -2.992], [0.636, 2.367, -3.252], [-0.030, 2.802, 5.014], [-0.165, 1.483, 4.350], [-0.767, 0.401, 5.002], [-0.902, -0.821, 4.372], [-0.411, -0.979, 3.087], [0.229, 0.062, 2.439], [0.331, 1.291, 3.056], [-0.609, -2.566, 2.291], [-0.047, -2.489, 0.952], [-0.136, -3.613, 3.125], [-2.262, -2.736, 2.173], [-2.980, -2.068, 1.126], [-2.470, -2.399, -0.288], [-1.321, -1.509, -0.655], [-0.594, -1.715, -1.674], [-1.156, -0.394, -0.086], [-0.711, 2.898, 5.854], [-0.194, 3.612, 4.305], [0.989, 2.918, 5.392], [-1.133, 0.517, 6.008], [-1.380, -1.653, 4.860], [0.641, -0.103, 1.456], [0.801, 2.112, 2.533], [-2.564, -3.672, 2.389], [-2.874, -0.991, 1.288], [-4.031, -2.339, 1.217], [-3.270, -2.223, -1.014], [-2.159, -3.440, -0.388]]
}

{
  "formula": "C26H30N2O4S",
  "method": "ωB97M-V/def2-TZVPD",
  "e_lumo_ev": 0.584,
  "orbital_gap_ev": 8.3,
  "smiles": "CCc1cc([C@@H](c2ccc(OC)c(OC)c2)N2CCOCC2)c(NC(=O)c2ccccc2)s1",
  "species": ["C", "C", "C", "C", "C", "C", "C", "C", "C", "C", "O", "C", "C", "O", "C", "C", "N", "C", "C", "O", "C", "C", "C", "N", "C", "O", "C", "C", "C", "C", "C", "C", "S", "H", "H", "H", "H", "H", "H", "H", "H", "H", "H", "H", "H", "H", "H", "H", "H", "H", "H", "H", "H", "H", "H", "H", "H", "H", "H", "H", "H", "H", "H"],
  "xyz": [[-5.573, -2.298, 1.751], [-4.421, -3.024, 1.065], [-3.293, -2.122, 0.687], [-3.081, -0.822, 1.015], [-1.887, -0.274, 0.476], [-1.458, 1.163, 0.699], [0.055, 1.249, 0.826], [0.814, 2.155, 0.103], [2.197, 2.138, 0.195], [2.868, 1.223, 0.994], [4.236, 1.174, 1.098], [5.002, 2.097, 0.367], [2.106, 0.307, 1.747], [2.573, -0.657, 2.588], [3.926, -1.055, 2.563], [0.719, 0.359, 1.662], [-1.938, 2.119, -0.290], [-1.916, 1.733, -1.689], [-3.219, 1.068, -2.157], [-4.337, 1.884, -1.877], [-4.420, 2.150, -0.493], [-3.151, 2.854, 0.004], [-1.202, -1.210, -0.251], [0.028, -1.058, -0.868], [0.820, -2.123, -1.184], [0.399, -3.263, -1.195], [2.230, -1.741, -1.463], [3.239, -2.587, -1.016], [4.566, -2.239, -1.189], [4.895, -1.057, -1.833], [3.893, -0.227, -2.307], [2.564, -0.557, -2.115], [-1.990, -2.750, -0.285], [-5.246, -1.858, 2.690], [-5.963, -1.509, 1.112], [-6.378, -2.997, 1.963], [-4.042, -3.810, 1.726], [-4.789, -3.519, 0.162], [-3.742, -0.248, 1.641], [-1.881, 1.474, 1.662], [0.327, 2.877, -0.530], [2.756, 2.861, -0.377], [4.785, 3.128, 0.665], [4.847, 1.985, -0.711], [6.039, 1.864, 0.607], [4.248, -1.317, 1.553], [3.971, -1.939, 3.200], [4.584, -0.283, 2.965], [0.166, -0.354, 2.254], [-1.077, 1.065, -1.878], [-1.774, 2.650, -2.274], [-3.208, 0.930, -3.240], [-3.344, 0.090, -1.670], [-5.294, 2.790, -0.358], [-4.572, 1.207, 0.053], [-3.218, 3.041, 1.077], [-3.074, 3.820, -0.512], [0.459, -0.149, -0.753], [2.964, -3.507, -0.523], [5.346, -2.891, -0.825], [5.931, -0.787, -1.971], [4.146, 0.682, -2.834], [1.791, 0.094, -2.499]]
}

{
  "formula": "C26H30N2S2V",
  "method": "ωB97M-V/def2-TZVPD",
  "multiplicity": 3,
  "e_lumo_ev": [2.862, 2.856],
  "orbital_gap_ev": [6.5, 7.1],
  "charge": -1,
  "species": ["V", "C", "N", "C", "C", "N", "C", "C", "C", "C", "C", "C", "C", "S", "C", "C", "C", "C", "C", "C", "S", "H", "H", "H", "H", "H", "H", "H", "H", "H", "H", "H", "H", "H", "H", "H", "H", "H", "H", "C", "C", "C", "C", "C", "C", "C", "C", "C", "C", "H", "H", "H", "H", "H", "H", "H", "H", "H", "H", "H", "H"],
  "xyz": [[0.307, -0.368, 0.812], [-0.353, -1.509, -2.338], [0.724, -0.890, -1.578], [2.021, -1.558, -1.785], [2.434, -2.417, -0.622], [2.453, -1.663, 0.652], [3.594, -0.745, 0.691], [2.421, -2.615, 1.730], [3.550, -2.915, 2.478], [3.493, -3.865, 3.491], [2.303, -4.521, 3.745], [1.170, -4.215, 3.004], [1.199, -3.248, 2.001], [-0.260, -2.773, 1.145], [0.874, 0.537, -1.722], [0.957, 1.199, -2.941], [1.207, 2.565, -2.923], [1.362, 3.228, -1.706], [1.229, 2.539, -0.504], [0.965, 1.171, -0.495], [0.664, 0.492, 2.647], [-0.171, -1.485, -3.421], [-1.286, -0.991, -2.112], [-0.458, -2.546, -2.015], [2.765, -0.790, -2.004], [1.955, -2.202, -2.670], [3.423, -2.861, -0.797], [1.698, -3.212, -0.513], [4.536, -1.266, 0.469], [3.644, -0.284, 1.675], [3.440, 0.053, -0.032], [4.484, -2.406, 2.285], [4.379, -4.079, 4.076], [2.244, -5.262, 4.533], [0.227, -4.699, 3.224], [0.835, 0.671, -3.882], [1.280, 3.114, -3.855], [1.562, 4.293, -1.702], [1.302, 3.077, 0.435], [-4.203, 0.174, 0.580], [-2.865, 0.918, 0.778], [-2.805, 1.432, 2.236], [-1.720, -0.069, 0.683], [-2.869, 2.082, -0.213], [-3.729, 3.169, -0.022], [-3.805, 4.205, -0.938], [-3.018, 4.183, -2.083], [-2.169, 3.109, -2.294], [-2.099, 2.073, -1.369], [-4.299, -0.624, 1.318], [-4.249, -0.272, -0.417], [-5.053, 0.854, 0.685], [-2.835, 0.584, 2.921], [-3.643, 2.091, 2.474], [-1.869, 1.961, 2.412], [-2.083, -0.978, 1.185], [-4.362, 3.205, 0.854], [-4.480, 5.034, -0.759], [-3.065, 4.996, -2.798], [-1.535, 3.074, -3.171], [-1.420, 1.249, -1.536]]
}

{
  "formula": "C26H30N4O5",
  "method": "ωB97M-V/def2-TZVPD",
  "e_lumo_ev": 0.649,
  "orbital_gap_ev": 9.1,
  "smiles": "COCCNC(=O)[C@H](c1ccc(C)cc1)N(Cc1ccco1)C(=O)CCC(=O)Nc1ccccn1",
  "species": ["C", "O", "C", "C", "N", "C", "O", "C", "C", "C", "C", "C", "C", "C", "C", "N", "C", "C", "C", "C", "C", "O", "C", "O", "C", "C", "C", "O", "N", "C", "C", "C", "C", "C", "N", "H", "H", "H", "H", "H", "H", "H", "H", "H", "H", "H", "H", "H", "H", "H", "H", "H", "H", "H", "H", "H", "H", "H", "H", "H", "H", "H", "H", "H", "H"],
  "xyz": [[-1.560, 1.678, 3.822], [-1.466, 2.366, 2.597], [-0.848, 1.629, 1.571], [0.685, 1.612, 1.662], [1.225, 0.742, 0.647], [2.109, -0.227, 0.923], [2.649, -0.377, 2.001], [2.388, -1.179, -0.259], [2.872, -0.491, -1.515], [3.443, 0.774, -1.470], [3.930, 1.365, -2.621], [3.863, 0.712, -3.846], [4.407, 1.355, -5.085], [3.308, -0.559, -3.882], [2.827, -1.157, -2.733], [1.220, -2.033, -0.510], [1.197, -3.260, 0.272], [0.901, -2.953, 1.708], [-0.159, -2.332, 2.304], [0.178, -2.219, 3.674], [1.412, -2.774, 3.804], [1.857, -3.221, 2.622], [0.141, -1.529, -1.148], [0.115, -0.385, -1.583], [-1.046, -2.458, -1.366], [-2.242, -1.633, -1.840], [-2.743, -0.790, -0.676], [-2.741, -1.206, 0.464], [-3.206, 0.434, -1.037], [-3.736, 1.434, -0.223], [-4.145, 1.230, 1.093], [-4.645, 2.316, 1.787], [-4.732, 3.548, 1.155], [-4.319, 3.633, -0.163], [-3.835, 2.607, -0.840], [-2.138, 2.318, 4.486], [-0.577, 1.492, 4.267], [-2.077, 0.720, 3.692], [-1.221, 0.595, 1.564], [-1.145, 2.116, 0.638], [1.021, 1.226, 2.628], [1.068, 2.632, 1.539], [0.809, 0.762, -0.279], [3.190, -1.846, 0.085], [3.516, 1.298, -0.530], [4.368, 2.351, -2.568], [5.489, 1.224, -5.129], [3.975, 0.909, -5.977], [4.200, 2.423, -5.088], [3.253, -1.091, -4.821], [2.404, -2.150, -2.786], [2.184, -3.729, 0.218], [0.469, -3.955, -0.148], [-1.062, -1.997, 1.835], [-0.419, -1.781, 4.448], [2.055, -2.903, 4.651], [-1.325, -2.945, -0.432], [-0.779, -3.215, -2.106], [-1.956, -1.003, -2.681], [-3.053, -2.298, -2.147], [-3.042, 0.755, -1.983], [-4.063, 0.257, 1.546], [-4.965, 2.201, 2.812], [-5.112, 4.415, 1.671], [-4.373, 4.563, -0.713]]
}

{
  "formula": "C26H30NOsS",
  "method": "ωB97M-V/def2-TZVPD",
  "multiplicity": 5,
  "e_lumo_ev": [-3.466, -3.478],
  "orbital_gap_ev": [5.6, 7.7],
  "charge": 1,
  "species": ["C", "C", "C", "C", "H", "H", "H", "H", "H", "H", "H", "H", "H", "C", "C", "C", "H", "C", "C", "H", "H", "H", "H", "C", "C", "C", "H", "C", "C", "H", "H", "H", "H", "Os", "N", "S", "C", "C", "C", "C", "C", "C", "C", "C", "C", "C", "C", "C", "H", "H", "H", "H", "H", "H", "H", "H", "H", "H", "H"],
  "xyz": [[-0.191, 0.519, -5.587], [0.391, 1.882, -5.533], [0.640, -0.596, -6.099], [-1.667, 0.370, -5.586], [0.680, -0.611, -7.200], [0.249, -1.568, -5.795], [1.674, -0.524, -5.758], [0.368, 2.381, -6.514], [1.436, 1.866, -5.222], [-0.157, 2.532, -4.849], [-2.100, 0.547, -6.583], [-2.148, 1.082, -4.914], [-1.975, -0.635, -5.295], [2.505, -0.303, 0.211], [2.645, -1.039, -0.990], [2.464, -0.154, -2.084], [2.857, -2.093, -1.061], [2.225, 1.134, -1.559], [2.247, 1.041, -0.143], [2.112, 1.853, 0.552], [2.612, -0.687, 1.211], [2.530, -0.412, -3.128], [2.069, 2.030, -2.135], [-1.939, -1.314, -0.346], [-0.953, -2.254, 0.031], [-0.315, -2.699, -1.153], [-0.749, -2.596, 1.031], [-0.899, -2.026, -2.257], [-1.909, -1.174, -1.757], [-2.547, -0.533, -2.339], [-2.612, -0.803, 0.321], [0.479, -3.425, -1.206], [-0.640, -2.162, -3.293], [0.284, -0.314, -0.908], [-0.143, 0.536, 1.055], [-1.412, 0.351, 2.034], [-0.613, -0.936, 3.058], [-1.381, -2.039, 3.465], [-0.815, -3.051, 4.249], [0.522, -2.968, 4.643], [1.294, -1.871, 4.258], [0.734, -0.858, 3.474], [-1.098, 1.706, 3.223], [-0.656, 2.972, 2.800], [-0.422, 3.988, 3.733], [-0.637, 3.758, 5.094], [-1.096, 2.513, 5.525], [-1.331, 1.495, 4.598], [0.547, 1.135, 1.487], [-2.418, -2.117, 3.167], [-1.414, -3.901, 4.552], [0.959, -3.752, 5.249], [2.330, -1.805, 4.569], [1.358, -0.019, 3.202], [-0.488, 3.174, 1.750], [-0.073, 4.957, 3.400], [-0.454, 4.544, 5.815], [-1.271, 2.334, 6.579], [-1.691, 0.541, 4.959]]
}

{
  "formula": "C26H30OPPtS3Se2",
  "method": "ωB97M-V/def2-TZVPD",
  "e_lumo_ev": -3.245,
  "orbital_gap_ev": 7.1,
  "charge": 1,
  "species": ["Pt", "C", "C", "S", "C", "C", "S", "C", "C", "S", "H", "H", "H", "H", "H", "H", "H", "H", "H", "H", "H", "H", "Se", "P", "Se", "C", "C", "C", "C", "C", "C", "C", "C", "C", "C", "C", "C", "H", "H", "H", "H", "H", "H", "H", "H", "H", "H", "C", "C", "O", "C", "C", "C", "C", "C", "C", "H", "H", "H", "H", "H", "H", "H", "H"],
  "xyz": [[-0.266, -1.069, -0.510], [-3.197, -3.368, 1.458], [-3.123, -3.946, 0.044], [-1.944, -3.208, -1.130], [-2.978, -2.175, -2.173], [-3.612, -0.983, -1.475], [-2.411, 0.184, -0.748], [-3.236, 0.538, 0.831], [-3.179, -0.534, 1.907], [-4.302, -1.947, 1.708], [-2.208, -3.116, 1.836], [-3.601, -4.145, 2.108], [-4.106, -3.946, -0.431], [-2.799, -4.985, 0.116], [-3.760, -2.791, -2.621], [-2.309, -1.860, -2.972], [-4.260, -1.318, -0.670], [-4.206, -0.413, -2.191], [-4.264, 0.810, 0.585], [-2.734, 1.439, 1.188], [-3.429, -0.071, 2.863], [-2.170, -0.918, 1.983], [0.212, -1.581, 1.797], [2.094, -0.660, 1.220], [2.267, -1.256, -0.823], [3.302, -1.081, 2.473], [3.094, -0.624, 3.775], [3.957, -1.025, 4.779], [5.019, -1.875, 4.488], [5.223, -2.329, 3.194], [4.357, -1.938, 2.182], [1.979, 1.144, 1.347], [3.115, 1.879, 1.007], [3.095, 3.262, 1.084], [1.941, 3.917, 1.500], [0.807, 3.188, 1.824], [0.821, 1.801, 1.742], [2.266, 0.039, 4.000], [3.803, -0.677, 5.792], [5.688, -2.188, 5.279], [6.046, -2.996, 2.975], [4.499, -2.299, 1.170], [4.017, 1.372, 0.682], [3.981, 3.829, 0.829], [1.931, 4.997, 1.574], [-0.090, 3.699, 2.151], [-0.060, 1.226, 2.001], [-0.176, -0.618, -4.932], [-0.201, -0.130, -3.517], [-0.151, -0.993, -2.629], [-0.290, 1.313, -3.248], [0.325, 1.868, -2.126], [0.252, 3.232, -1.906], [-0.456, 4.042, -2.785], [-1.078, 3.494, -3.899], [-0.977, 2.136, -4.144], [0.076, -1.675, -4.953], [0.532, -0.042, -5.527], [-1.164, -0.481, -5.378], [0.887, 1.240, -1.449], [0.751, 3.661, -1.048], [-0.514, 5.109, -2.609], [-1.629, 4.125, -4.582], [-1.458, 1.716, -5.018]]
}

Which formula does entry 1 have? C26H30Br2ClMoN3OSe2